A molecular structure, C6H12O4Zn, computed with wB97M-V/def2-TZVPD.

Properties
Gap between HOMO and LUMO ... 8.8623 eV
HOMO ... -0.3159 Eh
Total energy ... -2315.957571 hartree
Strongest force on any atom ... 2.0 eV Å⁻¹
LUMO energy ... 0.0098 hartree
Net charge ... 0

Positions of all 23 atoms, in Å:
C 1.049 -0.007 2.370
H 2.147 -0.089 2.397
H 0.692 -0.037 3.407
H 0.580 0.869 1.897
O 3.070 1.949 -1.160
C 2.180 2.388 -1.850
H 2.322 3.305 -2.458
H 1.128 2.068 -1.691
O 0.534 -1.216 1.706
C 1.103 -1.526 0.390
C 0.659 -0.478 -0.598
O -0.710 -0.803 -0.983
C -1.772 0.063 -0.584
C -2.989 -0.833 -0.338
O -2.698 -1.873 0.538
Zn -0.833 -2.254 0.491
H 2.197 -1.618 0.452
H 1.314 -0.473 -1.480
H 0.624 0.560 -0.221
H -1.969 0.821 -1.359
H -1.493 0.579 0.351
H -3.334 -1.212 -1.323
H -3.799 -0.183 0.046